# 1
Below is a cluster of 2 separate species, CH2N2O2S in total at a distorted geometry, with properties calculated with the ωB97M-V functional and the def2-TZVPD basis.

Atoms and positions in Å:
C -1.04938 -0.05810 -0.93932
N -0.18618 -0.12374 0.05078
N -0.90595 0.53872 -2.13816
O -0.35755 -0.21121 -2.90625
O -1.46382 1.56592 -2.56065
S -2.83098 1.98664 -0.25191
H 0.61608 0.58036 0.17999
H -0.55312 -0.47317 0.90473

Forces on atoms 1 to 2 (eV/Å):
-0.97 -0.77 3.38
1.07 2.72 -1.68

Results
energy relative to the best compared isomer or geometry (same formula, charge and spin) = 4.109 eV
2S+1 = 3
E_HOMO (spin up / spin down) = -9.68 / -9.21 eV
lowest unoccupied orbital energy (spin up / spin down) = -0.16 / -2.23 eV
gap between HOMO and LUMO (spin up / spin down) = 9.52 / 6.98 eV

# 2
Below is the molecule CH2N2O2S2 at a distorted geometry, with properties calculated with the ωB97M-V functional and the def2-TZVPD basis.

Atoms and positions in Å:
C 1.39528 0.58986 0.18734
N 0.24726 0.21262 0.62132
N 1.96384 1.55982 -0.30552
O -2.43017 0.44075 0.70154
O -1.61117 -1.43642 -0.70573
S 1.31652 -1.19306 0.41711
S -1.54880 0.15580 -0.32133
H -2.30778 -1.93964 -0.28131
H 2.97501 1.61029 -0.31340

Forces on atoms 1 to 2 (eV/Å):
1.56 0.19 -1.42
-4.34 -1.42 0.74

Results
energy relative to the best compared isomer or geometry (same formula, charge and spin) = 2.701 eV
2S+1 = 1
E_HOMO (spin up / spin down) = -8.66 / -8.66 eV
lowest unoccupied orbital energy (spin up / spin down) = -0.37 / -0.37 eV
gap between HOMO and LUMO (spin up / spin down) = 8.29 / 8.29 eV

# 3
Below is the molecule CH2N2O3 at a distorted geometry, with properties calculated with the ωB97M-V functional and the def2-TZVPD basis.

Atoms and positions in Å:
O -2.27498 0.73542 0.02489
C -1.21857 0.33676 0.31460
N -0.42827 -0.81265 0.61739
O 0.73481 -0.07462 0.82226
N 0.13687 1.22251 0.66089
O 0.74270 1.83074 -0.39452
H -0.81976 -1.36468 1.37649
H 1.32664 1.16060 -0.77179

Forces on atoms 1 to 2 (eV/Å):
-0.58 -0.89 -0.03
3.31 2.04 0.44

Results
SMILES = O=c1[nH]on1O
energy relative to the best compared isomer or geometry (same formula, charge and spin) = 3.736 eV
2S+1 = 1
E_HOMO = -9.27 eV
lowest unoccupied orbital energy = 0.64 eV
gap between HOMO and LUMO = 9.91 eV

# 4
Below is the ion CH2N2O3S with charge -2 at a distorted geometry, with properties calculated with the ωB97M-V functional and the def2-TZVPD basis.

Atoms and positions in Å:
C 0.42024 0.69875 -0.00928
N 0.09590 -0.49825 0.15163
N 0.34714 1.59784 1.15901
O -1.40275 -1.93165 -1.50590
O 0.90632 1.31718 -1.30203
O 0.06708 -2.98503 0.12690
S -0.05928 -1.95589 -0.95471
H 0.15115 2.58384 0.81036
H -0.52580 1.17321 1.52401

Forces on atoms 1 to 2 (eV/Å):
2.70 2.56 -6.26
-1.32 -1.42 0.90

Results
energy relative to the best compared isomer or geometry (same formula, charge and spin) = 1.305 eV
2S+1 = 1
E_HOMO = 0.94 eV
lowest unoccupied orbital energy = 6.75 eV
gap between HOMO and LUMO = 5.81 eV
total charge = -2

# 5
Below is the molecule CH2N2OS at a distorted geometry, with properties calculated with the ωB97M-V functional and the def2-TZVPD basis.

Atoms and positions in Å:
C -0.03888 -1.10116 -0.31670
N 1.10264 -0.55607 -0.24377
O 1.09291 0.81273 -0.11246
N -0.18481 1.38469 0.14458
S -1.39323 0.12742 -0.19026
H -0.26768 -2.06311 -0.40209
H -0.31095 1.39551 1.12069

Forces on atoms 1 to 2 (eV/Å):
0.17 6.00 1.00
-0.26 -1.06 0.01

Results
SMILES = C1=NONS1
energy relative to the best compared isomer or geometry (same formula, charge and spin) = 2.223 eV
2S+1 = 1
E_HOMO = -8.82 eV
lowest unoccupied orbital energy = 0.47 eV
gap between HOMO and LUMO = 9.29 eV

# 6
Below is the molecule CH2N2OS at a distorted geometry, with properties calculated with the ωB97M-V functional and the def2-TZVPD basis.

Atoms and positions in Å:
C 0.56524 -0.43140 -0.88782
N 1.26375 -0.25297 0.11906
O 0.67139 0.49880 1.10561
N -0.79118 0.67419 0.85735
S -1.15651 0.29730 -0.84346
H 0.90934 -0.96012 -1.84669
H -1.46202 0.17419 1.49596

Forces on atoms 1 to 2 (eV/Å):
-1.78 -0.69 -2.85
0.53 0.19 0.79

Results
SMILES = C1=NONS1
energy relative to the best compared isomer or geometry (same formula, charge and spin) = 2.419 eV
2S+1 = 1
E_HOMO = -8.59 eV
lowest unoccupied orbital energy = 0.26 eV
gap between HOMO and LUMO = 8.85 eV

# 7
Below is a cluster of 2 separate species, CH2N2OS in total at a distorted geometry, with properties calculated with the ωB97M-V functional and the def2-TZVPD basis.

Atoms and positions in Å:
N 2.34739 0.15890 -0.74540
N 2.08283 -0.71687 -0.16259
O 1.90931 -1.66616 0.46749
C -1.49530 0.64471 0.12551
S -2.02249 -0.64762 -0.65354
H -0.50152 1.13636 0.13992
H -2.32023 1.09068 0.82861

Forces on atoms 1 to 2 (eV/Å):
0.71 4.00 -2.63
0.09 -1.72 1.08

Results
SMILES = N#[N+][O-].C=S
energy relative to the best compared isomer or geometry (same formula, charge and spin) = 1.260 eV
2S+1 = 1
E_HOMO = -8.98 eV
lowest unoccupied orbital energy = -0.47 eV
gap between HOMO and LUMO = 8.51 eV

# 8
Below is the molecule CH2N2OS at a distorted geometry, with properties calculated with the ωB97M-V functional and the def2-TZVPD basis.

Atoms and positions in Å:
N 1.70940 0.63384 1.81752
C 1.02009 0.30826 0.96682
S -0.02823 0.03928 -0.44522
N -0.90693 -1.03327 0.11473
O 0.69740 0.03886 -1.64692
H -0.64625 1.45147 -0.59405
H -1.84548 -1.43844 -0.21288

Forces on atoms 1 to 2 (eV/Å):
0.42 0.10 0.60
-0.71 -0.06 -1.37

Results
SMILES = N#C[S@H](=N)=O
energy relative to the best compared isomer or geometry (same formula, charge and spin) = 2.120 eV
2S+1 = 1
E_HOMO = -11.28 eV
lowest unoccupied orbital energy = -0.22 eV
gap between HOMO and LUMO = 11.06 eV

# 9
Below is a structure of composition CH2N2OS2 at a distorted geometry, with properties calculated with the ωB97M-V functional and the def2-TZVPD basis.

Atoms and positions in Å:
C -0.61203 0.98247 0.02366
N 2.12316 -1.65331 -0.06355
N -1.34348 -0.13371 0.02565
O 3.26526 -1.55887 -0.11398
S -1.27072 2.51908 -0.03351
S 1.07150 0.94911 0.09270
H -2.34863 -0.07703 0.00446
H -0.88507 -1.02774 0.06457

Forces on atoms 1 to 2 (eV/Å):
-0.73 -0.04 -0.02
1.19 0.07 -0.05

Results
energy relative to the best compared isomer or geometry (same formula, charge and spin) = 1.770 eV
2S+1 = 1
E_HOMO (spin up / spin down) = -8.74 / -8.43 eV
lowest unoccupied orbital energy (spin up / spin down) = -0.34 / -2.03 eV
gap between HOMO and LUMO (spin up / spin down) = 8.40 / 6.40 eV

# 10
Below is a cluster of 2 separate species, CH2N2OS2 in total at a distorted geometry, with properties calculated with the ωB97M-V functional and the def2-TZVPD basis.

Atoms and positions in Å:
C -2.75789 -0.96630 -0.01263
N -3.29854 -2.00280 -0.07995
N 1.49279 -0.19720 0.04261
O 1.49753 2.21185 -0.65157
S -1.91701 0.47139 0.08449
S 1.15917 1.36758 0.45577
H 2.23418 -0.15039 -0.66566
H 1.58979 -0.73415 0.82693

Forces on atoms 1 to 2 (eV/Å):
0.19 0.12 -0.02
0.28 0.66 0.05

Results
energy relative to the best compared isomer or geometry (same formula, charge and spin) = 0.000 eV
2S+1 = 3
E_HOMO (spin up / spin down) = -8.16 / -10.15 eV
lowest unoccupied orbital energy (spin up / spin down) = 0.48 / -3.53 eV
gap between HOMO and LUMO (spin up / spin down) = 8.64 / 6.62 eV

# 11
Below is a cluster of 2 separate species, CH2N2OS2 in total at a distorted geometry, with properties calculated with the ωB97M-V functional and the def2-TZVPD basis.

Atoms and positions in Å:
C -1.04938 0.32638 0.13154
N 1.61699 -0.30306 0.34511
N 0.59875 -0.85707 -0.08647
O 2.74438 -0.86359 0.40312
S -2.16150 -0.73762 0.30536
S -0.40266 1.86634 -0.17082
H 0.27592 -1.86584 -0.21017
H -1.62250 2.43446 -0.71767

Forces on atoms 1 to 2 (eV/Å):
1.65 1.39 0.63
1.23 -4.32 -1.94

Results
energy relative to the best compared isomer or geometry (same formula, charge and spin) = 4.318 eV
2S+1 = 3
E_HOMO (spin up / spin down) = -6.26 / -9.26 eV
lowest unoccupied orbital energy (spin up / spin down) = -0.36 / -3.05 eV
gap between HOMO and LUMO (spin up / spin down) = 5.91 / 6.22 eV

# 12
Below is a cluster of 2 separate species, CH2N2S2 in total at a distorted geometry, with properties calculated with the ωB97M-V functional and the def2-TZVPD basis.

Atoms and positions in Å:
C -0.09539 2.32144 -0.44488
N -1.28027 2.64372 -0.21522
N 0.52229 -0.12162 0.28023
S 0.80495 3.58077 -1.23455
S -1.20976 4.21733 -0.89244
H -0.30912 0.19517 0.72309
H 0.19955 -0.31355 -0.74789

Forces on atoms 1 to 2 (eV/Å):
1.13 -0.47 -0.12
-1.31 -0.04 0.39

Results
energy relative to the best compared isomer or geometry (same formula, charge and spin) = 5.378 eV
2S+1 = 3
E_HOMO (spin up / spin down) = -7.07 / -10.04 eV
lowest unoccupied orbital energy (spin up / spin down) = -0.58 / -3.25 eV
gap between HOMO and LUMO (spin up / spin down) = 6.49 / 6.79 eV